No. 1
{
  "formula": "C30H58Br6O14S7",
  "method": "ωB97M-V/def2-TZVPD",
  "e_above_lowest_kj_mol": 33.9,
  "species": ["Br", "Br", "Br", "Br", "Br", "Br", "S", "S", "S", "S", "S", "S", "S", "O", "O", "O", "O", "O", "O", "O", "O", "O", "O", "O", "O", "O", "O", "C", "C", "C", "C", "C", "C", "C", "C", "C", "C", "C", "C", "C", "C", "C", "C", "C", "C", "C", "C", "C", "C", "C", "C", "C", "C", "C", "C", "C", "C", "H", "H", "H", "H", "H", "H", "H", "H", "H", "H", "H", "H", "H", "H", "H", "H", "H", "H", "H", "H", "H", "H", "H", "H", "H", "H", "H", "H", "H", "H", "H", "H", "H", "H", "H", "H", "H", "H", "H", "H", "H", "H", "H", "H", "H", "H", "H", "H", "H", "H", "H", "H", "H", "H", "H", "H", "H", "H"],
  "coordinates": [[-0.665789, -2.611806, -1.202403], [3.290965, 3.866120, -2.747249], [-1.571564, -1.976663, -4.308696], [0.195789, -4.578782, -3.586412], [5.136589, 6.400435, -2.805913], [6.154393, 3.878005, -1.258303], [3.661461, -0.599788, -3.636948], [-6.074257, 1.950855, -2.277171], [0.449947, -0.292744, 1.532922], [3.274981, -3.873346, 0.955043], [-0.405478, -5.235269, 4.254803], [-2.444255, 4.067045, -1.785141], [-0.672398, 3.890564, 3.039713], [-1.326346, -5.728294, 5.243884], [2.198582, -4.746156, 0.776970], [1.027447, -5.078709, 4.542717], [-0.015545, 3.644884, 1.792576], [-7.454270, 1.568585, -2.339657], [3.606816, -0.149230, -2.257740], [-1.168093, 5.239010, 3.286954], [-2.398409, 2.887039, -0.932299], [4.405018, 0.087351, -4.637367], [0.276565, 0.201135, 2.901190], [0.352642, -1.753090, 1.228705], [-2.724676, 3.844096, -3.175464], [3.583392, -2.964910, -0.107813], [-5.861992, 3.315072, -1.908730], [4.211586, -3.546543, 3.495789], [-0.633259, -6.257836, 2.709582], [-5.126373, 1.685320, -3.718469], [-1.983072, 2.738392, 3.460458], [4.641411, -4.885797, 2.992142], [-5.270485, 0.806328, -1.167156], [0.474361, 1.326889, -0.618746], [-1.016664, -5.257822, 1.660207], [-4.370111, 0.385053, -3.459280], [-1.277669, 6.219215, -0.728857], [0.429087, 3.383657, 4.467827], [2.027917, -1.863277, -5.262660], [-1.653427, 2.238915, 4.861965], [-1.130878, -3.696636, 3.549032], [-2.718713, 6.576698, -1.013683], [5.089443, 4.491284, -2.713406], [-0.520822, 3.043001, 5.583881], [-1.143388, -3.310768, -2.965483], [3.129844, -3.021193, 2.482641], [3.937704, -2.310818, -3.827560], [4.649619, -4.898769, 1.445939], [1.678655, 1.576088, 0.365356], [-1.866775, -4.119737, 2.298903], [-4.106300, 0.265369, -1.977990], [-0.521159, 0.620137, 0.402823], [-0.972213, 5.071888, -1.680080], [1.966272, -0.782376, -4.245400], [1.978303, 0.147621, 0.963231], [-3.521367, 5.265438, -0.874276], [3.249709, -2.748324, -5.062049], [2.499872, 2.072709, -0.233211], [4.487188, -5.895250, 0.986140], [-4.976152, 1.433064, -0.247724], [2.356315, -0.551661, 0.199015], [-3.231766, 0.893930, -1.757542], [-3.847444, -0.767798, -1.732388], [-0.860822, 5.366411, -2.699332], [-6.033499, 0.065984, -0.958017], [-2.915105, 3.286240, 3.366740], [-0.135680, -4.814467, 1.268998], [-0.283845, -2.996694, 3.299770], [1.596879, 0.225057, -4.550338], [0.952254, 2.576534, 4.084708], [5.539047, -5.281526, 3.446344], [5.554237, 4.166138, -3.612735], [0.275741, -6.738043, 2.427201], [-1.113508, 1.386172, 0.855832], [2.676139, 0.183632, 1.785316], [-2.484814, 2.237965, 5.601169], [2.117052, -3.197634, 2.886819], [-1.524794, -5.748870, 0.845668], [-1.838744, -3.219891, 1.696030], [-1.431399, -6.941954, 2.899638], [-0.530705, 6.959222, -0.851368], [-1.713212, -3.282101, 4.374300], [5.518836, -4.498912, 0.920509], [-4.944064, -0.508741, -3.692727], [-0.135114, 4.427213, -1.317360], [-2.867609, -4.422095, 2.512428], [-0.957175, 3.928727, 6.096965], [-2.856022, 6.890940, -2.034479], [3.053856, -1.949688, 2.404264], [3.436462, -2.685197, -2.917422], [0.853506, 0.761913, -1.499084], [-3.122418, 7.405662, -0.468360], [-4.503473, 5.381140, -1.353399], [-4.470236, 2.573418, -3.790687], [-0.225395, 2.440721, 6.439223], [-1.228488, 1.280480, 4.788735], [-2.029069, -3.966245, -2.882931], [3.959055, -5.675009, 3.318243], [-1.162313, -0.024919, -0.174791], [-1.230271, 5.790277, 0.249799], [-3.422771, 0.373116, -3.949479], [2.029623, -1.587488, -6.318650], [3.904426, -3.541332, 4.572750], [5.000099, -2.518868, -3.701404], [1.469567, -1.083105, -3.307083], [-3.501627, 4.855318, 0.120242], [1.180596, -2.483405, -5.125096], [2.998123, -3.824378, -5.038148], [-0.128525, 2.225825, -0.857446], [-1.916985, 2.054128, 2.645892], [1.418076, 2.203266, 1.207251], [5.066122, -2.785874, 3.455786], [-5.878614, 1.508916, -4.502191], [4.000406, -2.623846, -5.865888], [1.095409, 4.268015, 4.670607]],
  "atomic_forces_ev_per_a": [[-0.1, -0.2, -1.0], [-0.3, -0.3, 0.2], [0.2, -0.2, 0.5], [0.1, 0.3, 0.1], [0.0, 0.5, 0.0], [-0.1, -0.3, 0.3], [-2.1, 0.3, 0.3], [-1.0, 0.6, 1.2], [-0.7, -2.9, 0.8], [2.0, 1.1, 0.6], [0.9, 0.0, -1.5], [-0.9, 0.0, 1.6], [0.1, 1.5, 2.7], [0.1, -0.1, 0.5], [-2.9, -2.0, -0.4], [-1.5, -0.1, -0.1], [0.0, -0.4, -0.8], [-0.5, -0.8, -0.7], [0.5, -0.2, -0.6], [0.2, -0.7, -0.2], [0.3, 0.2, -0.1], [1.2, 1.0, -0.6], [-0.2, -0.5, -0.9], [-0.6, 1.8, 1.1], [-0.3, 0.2, -0.5], [0.5, 0.5, -0.5], [0.7, 1.2, 0.6], [0.6, 2.4, -0.1], [0.0, 1.2, 0.8], [-0.1, -0.9, -0.8], [0.2, 1.0, 0.1], [-0.1, -1.7, -0.4], [0.5, 1.0, 0.8], [-0.1, 0.4, 2.5], [-1.0, 0.8, 0.2], [-0.6, -0.2, 0.4], [-0.6, -1.2, -0.5], [-0.4, 3.1, 0.3], [-0.1, -0.6, -1.3], [-0.5, 0.7, 1.5], [1.6, 0.0, 0.8], [-0.4, -0.4, -0.3], [0.0, 0.4, 0.0], [-1.7, 0.7, -0.2], [-0.5, -0.8, 0.2], [-1.2, 0.2, 2.5], [0.5, -0.8, 2.8], [0.5, -0.4, -0.4], [1.0, -0.1, -1.7], [1.1, 0.0, -0.1], [1.4, 0.4, 1.1], [0.1, 0.0, -2.5], [0.7, -1.1, 0.8], [0.3, 1.7, 1.2], [2.1, 2.0, -1.8], [0.5, 0.7, -1.6], [1.3, -0.7, -1.1], [-0.4, -0.9, 1.0], [-0.1, 0.5, 0.5], [-0.4, -1.2, -1.3], [-0.3, 0.2, 0.2], [-0.1, -0.3, 0.1], [-0.1, 0.1, 0.2], [0.5, 0.4, -0.7], [0.0, -0.1, 0.3], [-0.1, 0.1, 0.1], [0.9, 0.4, -0.5], [-0.8, -0.8, 0.2], [0.3, -0.8, 0.1], [1.2, -1.7, -0.6], [0.8, 0.4, -0.2], [0.2, -0.4, -0.5], [0.7, -0.5, 0.2], [-0.1, 0.4, 0.5], [0.2, 0.0, 0.3], [0.1, -0.3, -1.0], [0.3, -0.7, -0.3], [-0.3, -0.1, -0.3], [-0.4, -0.1, -0.6], [-0.4, -0.6, 0.4], [0.5, 1.0, 0.0], [-0.1, 0.0, -0.2], [0.3, 0.2, 0.5], [-0.2, 0.1, -0.8], [-0.6, 0.5, -0.5], [-0.8, -0.2, 0.1], [0.4, -0.1, -0.8], [0.2, 0.1, -0.7], [0.8, 0.4, -0.5], [0.2, -0.2, -0.2], [-0.7, 0.1, 0.7], [-0.2, 0.2, 0.9], [0.3, -0.6, 0.4], [-0.5, -0.6, -0.4], [0.8, -0.3, -0.4], [0.1, -1.5, -0.2], [0.4, 0.8, 0.2], [-0.6, 0.3, -0.1], [-0.4, -0.5, 0.3], [0.3, 0.1, 1.0], [0.5, -0.1, -0.7], [-0.2, 0.6, 0.3], [-0.2, -0.2, -1.1], [0.0, -0.1, -0.3], [-0.3, 0.0, -0.5], [-0.4, 0.0, 0.4], [-1.0, -0.5, -0.1], [0.1, 0.5, 0.1], [0.9, -0.4, -0.4], [-0.2, -1.1, -0.1], [-0.2, 0.3, -0.2], [-0.8, -1.1, 0.0], [0.5, 0.7, -0.1], [-0.6, 0.0, 0.0], [-0.6, -0.9, -0.3]]
}

=====

No. 2
{
  "formula": "C30H58FINO9PS",
  "method": "ωB97M-V/def2-TZVPD",
  "species": ["I", "S", "P", "F", "O", "O", "O", "O", "O", "O", "O", "O", "O", "N", "C", "C", "C", "C", "C", "C", "C", "C", "C", "C", "C", "C", "C", "C", "C", "C", "C", "C", "C", "C", "C", "C", "C", "C", "C", "C", "C", "C", "C", "C", "H", "H", "H", "H", "H", "H", "H", "H", "H", "H", "H", "H", "H", "H", "H", "H", "H", "H", "H", "H", "H", "H", "H", "H", "H", "H", "H", "H", "H", "H", "H", "H", "H", "H", "H", "H", "H", "H", "H", "H", "H", "H", "H", "H", "H", "H", "H", "H", "H", "H", "H", "H", "H", "H", "H", "H", "H", "H"],
  "coordinates": [[7.923611, 0.311607, -2.487476], [4.597608, 0.675720, -2.133782], [5.482441, 1.873761, 2.483964], [3.136263, 0.784178, -1.561860], [4.742305, 0.459281, 2.723662], [4.861340, 1.911911, -2.780896], [7.594478, 0.056525, 0.418598], [4.640788, -0.508577, -2.916228], [5.990718, 1.823404, -0.260072], [6.385933, 6.648561, -2.637352], [6.823829, 5.690843, -0.648035], [7.043286, 1.665582, 2.755894], [3.873007, 2.464688, 0.524111], [4.918782, 2.869621, 3.539228], [6.518042, 4.273365, -0.581500], [-5.306319, -2.278242, -0.297026], [5.570430, -2.324647, 0.399438], [6.846295, -0.357270, -0.670642], [0.528440, -2.754884, -0.347264], [-4.163281, -3.171996, 0.191138], [-2.867988, -2.919860, -0.575907], [-7.834304, -0.435299, -0.028255], [5.554056, 0.523648, -0.575382], [6.497359, -1.820536, -0.754770], [-1.748467, -3.911959, -0.178498], [5.982203, 6.333678, -1.538226], [-9.191405, -0.997411, -0.476136], [-10.356679, -0.542668, 0.420600], [-12.732153, 1.859190, -0.957628], [10.579415, -0.519658, -0.149716], [-0.607074, -3.228219, 0.599610], [4.582119, 6.671989, -1.081966], [5.754615, 3.962690, 0.714834], [-11.949548, 3.081801, -1.508354], [1.867405, -3.500367, -0.052321], [9.595200, -1.358688, 0.229978], [8.434892, -0.883265, 1.069306], [-6.613427, -2.586541, 0.506427], [-10.629534, 0.973668, 0.206632], [4.343945, -3.104887, -0.104875], [-12.121242, 1.342852, 0.350476], [3.004324, -2.567581, 0.423060], [-7.202462, -1.294829, 1.085090], [5.252067, 2.487664, 0.740758], [-11.315738, 2.768339, -2.334464], [-2.543380, -1.895194, -0.388836], [3.028881, -2.600210, 1.513166], [-4.040337, -2.948258, 1.254196], [7.077815, 1.287983, 3.648220], [11.090624, 0.154183, 0.532257], [-12.655198, 0.431512, 0.626053], [7.892066, -1.703871, 1.539368], [4.867141, 0.154585, 0.186506], [-9.378931, -0.659430, -1.497712], [-1.016647, -2.342746, 1.089250], [4.423512, -4.137995, 0.240659], [-0.250408, -3.899852, 1.378224], [4.486522, 3.685635, 3.124310], [-12.634608, 3.856583, -1.840618], [-1.392771, -4.446720, -1.058312], [-3.115458, -3.012177, -1.635478], [4.927167, 4.656931, 0.832164], [-5.498481, -2.432830, -1.358850], [5.959233, -2.019008, -1.678415], [-2.203328, -4.650866, 0.486282], [-7.304050, -3.055806, -0.191160], [-10.132319, -0.757768, 1.463700], [-4.498010, -4.203158, 0.060425], [5.945443, 3.993328, -1.465818], [-7.180411, -0.346491, -0.896228], [6.177908, -3.038750, 0.957679], [4.659725, 7.473223, -0.347700], [-7.968894, -1.506151, 1.831948], [7.367006, -2.469818, -0.803994], [10.878894, -0.475307, -1.193776], [-12.247243, 2.079696, 1.143744], [-5.086837, -1.223120, -0.124586], [3.823039, 0.718631, 2.877832], [2.209827, -3.968378, -0.978844], [-7.967008, 0.570694, 0.374176], [0.276944, -2.938926, -1.387489], [4.285737, -3.159845, -1.193140], [-12.727131, 1.041115, -1.677692], [5.314802, -1.541503, 1.111626], [-9.192998, -2.088873, -0.508405], [-13.755259, 2.176626, -0.757438], [1.731027, -4.317295, 0.654531], [-10.239949, 1.232130, -0.777604], [7.477625, 3.770678, -0.594180], [-11.314580, 3.466455, -0.711718], [9.593635, -2.400876, -0.084436], [6.443897, 4.146213, 1.537892], [0.724019, -1.703220, -0.149628], [4.025010, 7.034817, -1.939380], [2.844384, -1.564830, 0.023913], [3.638215, 3.170019, -0.087862], [-10.021571, 1.510661, 0.935707], [8.878363, -0.334146, 1.906370], [-6.396296, -0.714371, 1.538138], [-6.357319, -3.265261, 1.320418], [4.037320, 5.823569, -0.675218], [-11.251951, -1.059389, 0.071582]],
  "atomic_forces_ev_per_a": [[0.1, -0.2, 0.0], [0.3, 0.0, -1.3], [-0.8, 1.7, 1.8], [0.1, -0.2, 0.2], [0.8, -0.3, -0.9], [-0.2, 0.3, 0.6], [-0.4, -0.5, 0.1], [-0.3, -0.5, 0.5], [-0.7, -0.5, 0.0], [-0.4, -0.3, 1.4], [-0.8, 0.0, -0.2], [-0.5, -1.2, -0.6], [0.0, -0.7, 0.1], [-0.3, 0.0, -0.8], [-0.2, 0.5, 0.2], [-0.7, -0.4, 0.8], [0.8, -0.6, -0.4], [-0.3, 0.4, -0.3], [0.7, -0.9, 1.4], [-0.3, 0.8, -0.5], [-0.1, -0.6, 0.0], [-0.3, -0.4, 0.5], [0.8, 0.8, 0.2], [-0.8, -0.6, 0.2], [-0.5, 0.4, 0.6], [0.8, 0.3, -1.5], [-0.1, 0.2, 0.3], [0.3, 0.7, -1.3], [0.4, 0.6, 0.4], [-0.1, -0.4, 0.0], [-0.3, 0.2, -1.1], [0.2, 0.0, -0.2], [1.0, -0.4, -0.3], [-0.3, -0.8, 0.2], [0.0, 0.6, -0.7], [-0.1, 0.1, 0.0], [1.7, -0.4, 1.7], [0.8, 0.7, -0.2], [0.1, -0.6, 0.7], [-0.4, 0.1, 0.7], [0.3, -0.2, -0.4], [0.1, -1.1, -0.5], [-0.1, 0.0, -1.0], [0.6, 1.2, 0.0], [0.1, 0.2, -0.1], [0.0, 0.1, -0.2], [0.0, 0.6, 0.1], [0.2, -0.3, 0.1], [0.4, 0.2, 0.1], [-1.1, 1.0, -0.2], [-0.1, 0.1, 0.3], [-0.3, 0.0, -0.3], [0.0, -0.2, -0.1], [-0.2, 0.0, 0.0], [-0.1, -0.1, 0.2], [0.0, -0.1, -0.1], [0.3, 0.0, 0.0], [-0.1, 0.1, 0.3], [0.1, 0.1, -0.1], [0.2, 0.0, 0.1], [0.2, 0.1, -0.1], [-0.2, -0.1, 0.1], [0.2, 0.1, -0.1], [0.1, 0.4, -0.2], [0.0, -0.2, -0.1], [-0.3, -0.2, 0.3], [-0.3, -0.2, 0.1], [0.2, -0.1, 0.2], [0.1, -0.2, -0.1], [0.2, -0.1, 0.1], [0.0, 0.1, 0.3], [-0.1, -0.1, 0.2], [0.1, 0.0, 0.2], [0.3, 0.3, 0.0], [1.1, -1.0, 0.3], [-0.1, 0.0, 0.0], [0.3, 0.0, -0.3], [-0.1, -0.2, 0.3], [0.0, -0.1, 0.0], [-0.1, 0.1, -0.2], [-0.2, 0.3, -0.1], [0.2, 0.2, -0.1], [-0.2, 0.0, -0.1], [-0.2, 0.0, 0.0], [0.3, 0.0, 0.0], [-0.2, -0.3, -0.1], [-0.1, 0.0, 0.1], [-0.1, 0.2, -0.1], [0.0, -0.2, -0.1], [0.0, 0.3, -0.1], [-0.7, 0.4, -1.2], [-0.1, 0.1, 0.1], [-0.2, 0.2, -0.4], [0.0, 0.1, -0.1], [0.0, 0.2, 0.3], [0.0, 0.0, -0.1], [0.0, 0.3, -0.1], [-0.3, 0.3, 0.0], [0.0, -0.1, 0.3], [-0.2, -0.2, -0.1], [0.1, 0.0, 0.2], [0.0, -0.3, 0.4]]
}

=====

Number 1: calculated total energy -556812.7439 eV, Kohn-Sham gap 9.616 eV. Number 2: calculated total energy -82907.8095 eV, Kohn-Sham gap 9.095 eV.